Computed, not measured: a structure of composition C27H27BNO in a non-equilibrium geometry, with ωB97M-V with the def2-TZVPD basis set.

XYZ file:
```
57
Properties=species:S:1:pos:R:3:forces:R:3
C -0.1911 -0.6355 4.6623 -0.01 0.16 0.87
C -0.6957 0.6956 4.1697 0.19 -0.29 -0.57
N -0.8328 0.9128 2.8127 -0.66 1.45 0.33
B -0.3472 -0.1850 1.7822 -0.26 -1.46 1.36
H -0.3243 -0.1031 0.3488 0.10 0.05 -1.24
C -1.3835 2.1062 2.4265 0.00 0.21 0.36
C -1.6568 2.3500 0.9836 -0.08 0.40 -0.30
C -1.6956 3.1322 3.3319 0.11 -0.32 0.40
C -1.5135 2.9422 4.7161 0.16 -0.56 -1.66
C -1.0205 1.6810 5.0912 -0.33 0.78 -0.28
H -0.2122 -0.6300 5.7773 0.03 -0.03 -0.88
H -0.8010 -1.4731 4.3268 -0.12 0.09 -0.15
H 0.8328 -0.8437 4.3555 0.06 0.12 -0.14
H 0.8251 -0.3825 1.9040 -0.10 0.10 -0.14
H -1.0997 -1.1507 1.7992 0.34 0.56 -0.17
H -2.1570 3.3436 0.8615 0.47 -0.97 -0.03
H -0.7187 2.3502 0.4146 -0.22 0.12 0.07
H -2.2905 1.5666 0.5456 0.06 0.18 0.15
H -2.0801 4.0664 2.8870 0.21 -0.62 0.56
H -1.7588 3.7538 5.4016 0.16 -0.46 0.03
H -0.8755 1.4546 6.1285 0.04 -0.12 0.30
C 5.9655 -2.1208 -2.6147 -0.42 -0.05 0.49
O 5.4661 -1.1572 -1.6589 -0.51 -0.48 0.26
C 4.1501 -1.2191 -1.3195 -0.24 0.28 0.42
C 3.6468 -0.1972 -0.4576 0.54 -0.42 -0.55
C 2.2893 -0.0120 -0.3625 -0.40 0.49 0.20
C 1.3710 -0.8700 -0.9748 0.23 -0.08 -0.44
C -0.0655 -0.4551 -0.9324 0.12 -0.45 -0.94
C -1.1117 -1.4676 -1.3132 -0.19 -0.60 0.06
C -2.2134 -0.8434 -1.9070 -0.48 -0.13 0.43
C -3.3771 -1.5583 -2.2221 0.98 -0.38 0.02
C -3.3526 -2.9651 -2.0963 0.23 0.42 -0.01
C -2.1843 -3.6015 -1.6240 -1.04 0.22 -0.41
C -1.0856 -2.8588 -1.2174 0.63 -0.05 0.79
C -1.8793 0.5873 -2.0651 0.22 0.17 0.56
C -0.5351 0.7851 -1.6860 -0.15 -0.32 0.56
C 0.1041 1.9945 -1.8874 -0.27 0.28 -0.21
C -0.6841 3.1016 -2.2291 -0.61 -0.54 -0.10
C -2.0562 2.9299 -2.4568 -0.17 0.83 -0.13
C -2.6567 1.6645 -2.4270 0.15 0.15 -0.59
C 1.8776 -1.9848 -1.7018 -0.18 1.24 0.88
C 3.2514 -2.1940 -1.7955 0.11 0.90 0.13
H 7.0307 -1.9276 -2.6944 -0.02 -0.06 0.12
H 5.7780 -3.1497 -2.2457 0.24 0.53 -0.34
H 5.5059 -1.9556 -3.5972 -0.06 -0.13 0.24
H 4.3132 0.4351 0.1241 0.10 0.00 -0.51
H 1.8739 0.8876 0.1411 0.55 -0.82 -0.02
H -4.2298 -1.0169 -2.6014 -0.19 -0.17 -0.12
H -4.2325 -3.5618 -2.3989 0.64 0.42 0.28
H -2.1775 -4.6865 -1.5771 0.13 0.17 0.07
H -0.2082 -3.3770 -0.7942 -0.60 0.34 -0.21
H 1.1794 2.0995 -1.8510 0.06 -0.04 0.47
H -0.2486 4.0904 -2.2875 0.04 -0.06 -0.18
H -2.6651 3.8258 -2.6978 0.44 -0.77 0.12
H -3.6784 1.5010 -2.7624 0.07 0.25 0.22
H 1.2056 -2.5899 -2.2817 -0.09 -0.38 0.12
H 3.6299 -3.0841 -2.2532 0.02 -0.14 -0.54
```
Positions in Å, forces in eV/Å.

## Properties
E_LUMO   -4.078 eV
Energy relative to the best compared isomer or geometry (same formula, charge and spin)   25.8 kJ/mol
Total charge   +1
HOMO energy   -10.896 eV



Computed, not measured: a structure of composition C58H59GeN9O4S2Ti in a non-equilibrium geometry, with ωB97M-V with the def2-TZVPD basis set.

XYZ file:
```
134
Properties=species:S:1:pos:R:3:forces:R:3
Ti 0.2900 0.3159 -0.4416 -0.99 -3.44 0.68
C -5.2194 1.6893 3.2361 0.04 -0.01 0.01
C -4.1786 1.6856 4.3246 -0.10 0.01 0.03
C -4.5775 1.6109 5.6542 0.02 -0.01 -0.03
C -3.6474 1.6296 6.6812 0.04 0.04 -0.09
C -2.3053 1.7445 6.3598 0.01 0.05 -0.01
C -1.8639 1.8327 5.0388 0.14 0.02 0.07
C -0.3874 1.9615 4.7834 -0.04 -0.06 0.13
C -2.8122 1.7887 4.0009 -0.07 -0.17 -0.09
N -2.5015 1.7075 2.6212 -0.10 -0.36 0.23
C -1.7369 2.5832 2.0826 0.40 0.37 -0.34
O -1.2032 3.6157 2.6268 0.01 -0.01 0.14
C -1.6855 2.6667 0.5508 0.08 -0.08 -0.10
C -2.2490 3.8835 0.1679 -0.16 0.04 0.23
C -2.3060 4.2539 -1.1481 -0.11 0.25 -0.08
C -1.8068 3.3808 -2.0814 0.22 -0.13 -0.63
C -1.2695 2.1730 -1.6829 -0.40 0.09 0.39
N -1.1904 1.8016 -0.3679 -0.71 1.25 -0.37
C -0.8705 1.2214 -2.8034 -0.03 -0.19 -0.44
O -1.0321 1.6138 -3.9654 -0.10 0.31 0.17
N -0.4374 0.0232 -2.4181 -0.03 0.65 -0.23
C -0.3307 -0.8929 -3.5202 0.06 -0.11 0.27
C -1.5026 -1.4006 -4.0924 -0.12 -0.10 0.06
C -2.8632 -0.9854 -3.6102 0.06 0.09 -0.04
C -1.4137 -2.3110 -5.1374 0.04 0.00 -0.09
C -0.1876 -2.7159 -5.6349 -0.02 0.05 0.02
C 0.9657 -2.1813 -5.0879 -0.02 0.02 -0.01
C 0.9095 -1.2636 -4.0420 0.18 -0.05 -0.04
C 2.1893 -0.6452 -3.5538 -0.07 -0.01 -0.01
H -6.1337 1.1974 3.5707 -0.01 0.03 0.02
H -4.8505 1.1889 2.3441 0.00 -0.04 -0.03
H -5.4719 2.7153 2.9482 0.02 -0.04 -0.01
H -5.6354 1.5267 5.8793 0.00 0.00 -0.01
H -3.9629 1.5598 7.7153 0.00 -0.01 -0.01
H -1.5629 1.7717 7.1509 -0.01 -0.01 -0.01
H -0.1501 2.9364 4.3594 -0.01 -0.08 0.10
H -0.0282 1.2348 4.0580 0.01 -0.08 -0.10
H 0.1687 1.8289 5.7132 0.00 -0.07 0.00
H -2.6302 4.5248 0.9497 0.02 -0.02 -0.02
H -2.7380 5.2039 -1.4422 0.00 -0.04 0.00
H -1.8201 3.5757 -3.1452 -0.01 -0.03 0.02
H -2.8794 -0.8321 -2.5337 0.01 -0.02 0.03
H -3.6044 -1.7463 -3.8581 0.01 0.02 -0.01
H -3.1558 -0.0411 -4.0801 0.01 -0.02 0.02
H -2.3299 -2.7141 -5.5547 0.02 -0.02 0.02
H -0.1313 -3.4395 -6.4398 -0.01 0.00 0.03
H 1.9368 -2.4633 -5.4823 -0.02 -0.01 0.02
H 2.3092 -0.7559 -2.4776 -0.01 -0.06 -0.06
H 2.2068 0.4212 -3.7908 -0.02 -0.02 -0.01
H 3.0471 -1.1127 -4.0399 0.00 0.00 -0.01
C 4.5793 -0.3822 3.2572 -0.03 0.06 0.02
C 4.8053 -1.0749 1.9216 0.04 -0.07 -0.23
N 4.7602 -0.1535 0.7828 0.21 0.23 0.58
C 5.8242 0.8649 0.7742 -0.01 -0.16 -0.08
C 7.2126 0.2425 0.8310 0.02 0.01 0.06
C 3.6746 -0.0283 0.0122 0.04 0.43 -0.59
S 2.4019 -1.1724 0.1006 -0.04 0.08 -0.26
N 3.7785 0.9790 -0.9162 0.48 -0.69 0.47
C 2.7924 1.5715 -1.4859 -0.21 0.13 -0.41
O 1.5484 1.3657 -1.2585 1.39 1.70 -0.56
C 3.1076 2.6038 -2.5334 0.02 -0.26 0.51
C 4.4003 2.7284 -3.0239 0.16 0.09 -0.11
C 4.6927 3.6973 -3.9735 -0.02 -0.08 0.08
C 3.6922 4.5485 -4.4266 -0.05 0.04 0.02
C 2.4016 4.4286 -3.9281 0.05 -0.05 0.04
C 2.1117 3.4555 -2.9806 -0.16 0.13 -0.17
H 4.4740 -1.1338 4.0424 0.02 0.03 -0.01
H 3.6734 0.2256 3.2244 0.01 -0.03 0.01
H 5.4149 0.2683 3.5266 -0.04 -0.02 -0.01
H 4.0555 -1.8396 1.7558 -0.02 -0.03 0.00
H 5.7756 -1.5707 1.9080 0.02 -0.05 0.00
H 5.6686 1.5512 1.6096 -0.05 0.00 0.02
H 5.7074 1.4431 -0.1333 -0.03 0.01 -0.02
H 7.4481 -0.1765 1.8114 0.00 0.01 -0.04
H 7.9591 1.0087 0.6155 -0.02 -0.01 0.01
H 7.3106 -0.5502 0.0865 0.01 0.04 0.00
H 5.1648 2.0574 -2.6545 -0.02 0.02 -0.02
H 5.6999 3.7873 -4.3610 -0.01 0.00 0.00
H 3.9186 5.3043 -5.1691 0.00 -0.01 0.00
H 1.6162 5.0843 -4.2814 0.00 0.00 0.00
H 1.1066 3.3517 -2.5946 -0.03 -0.03 -0.02
N 0.6426 -1.5116 2.9555 0.00 0.28 0.18
C -0.4599 -0.9973 2.3840 0.11 -0.15 -0.26
N -1.6487 -1.1330 2.9860 -0.25 0.20 0.15
O -0.4018 -0.4347 1.2715 -0.09 0.36 0.75
H 0.5650 -2.1059 3.7600 0.02 -0.15 -0.07
H 1.4708 -1.5477 2.3781 0.02 -0.08 -0.04
H -1.6875 -1.3360 3.9706 0.00 -0.03 -0.01
H -2.3560 -0.4968 2.6266 0.03 0.01 0.04
C -1.5335 -5.9012 -4.0283 0.01 0.04 0.02
C -2.7051 -5.3108 -3.5743 0.03 0.07 0.07
C -2.6594 -4.3154 -2.6003 0.15 0.02 -0.02
C -1.4507 -3.8829 -2.0395 -0.02 -0.17 -0.16
C -0.2853 -4.4815 -2.5342 -0.07 -0.01 -0.03
C -0.3187 -5.4753 -3.5060 -0.02 0.05 0.06
Ge -1.2399 -2.4755 -0.6019 0.31 -0.05 -0.01
C -3.1709 -2.2064 -0.1098 -0.24 -0.09 0.06
C -3.6988 -0.9133 -0.1084 0.00 -0.02 0.08
C -5.0592 -0.6668 0.0572 0.04 0.03 0.04
C -5.9371 -1.7216 0.2576 0.04 -0.07 0.02
C -5.4399 -3.0202 0.2949 0.06 0.06 -0.01
C -4.0812 -3.2521 0.1071 0.02 0.10 0.02
C -0.6026 -3.7803 0.8161 -0.08 -0.16 0.10
C -1.3891 -4.3491 1.8258 0.09 0.12 0.03
C -0.8788 -5.2894 2.7170 0.07 0.06 -0.03
C 0.4499 -5.6908 2.6270 -0.05 0.05 0.01
C 1.2574 -5.1336 1.6435 -0.05 0.07 -0.03
C 0.7331 -4.1940 0.7605 0.00 -0.03 0.09
H -1.5641 -6.6719 -4.7912 0.00 0.02 0.03
H -3.6619 -5.6253 -3.9800 0.02 0.03 0.01
H -3.5911 -3.8608 -2.2852 -0.01 -0.02 0.02
H 0.6806 -4.1526 -2.1610 -0.01 -0.01 -0.02
H 0.6080 -5.9112 -3.8659 -0.02 0.03 0.02
H -3.0268 -0.0721 -0.2491 -0.01 0.01 -0.03
H -5.4315 0.3517 0.0257 0.02 -0.01 0.02
H -6.9977 -1.5368 0.3869 0.02 0.00 -0.01
H -6.1154 -3.8544 0.4542 0.02 0.01 0.00
H -3.7235 -4.2765 0.1122 0.00 0.01 -0.03
H -2.4214 -4.0350 1.9374 0.03 -0.03 -0.02
H -1.5212 -5.7156 3.4810 0.00 0.02 -0.01
H 0.8501 -6.4272 3.3150 -0.01 0.01 -0.01
H 2.2977 -5.4315 1.5628 -0.01 0.01 -0.01
H 1.3932 -3.7581 0.0173 -0.02 -0.06 -0.02
S 1.7571 1.8603 1.8166 0.14 0.44 0.04
C 1.9530 3.4490 1.2605 0.06 0.05 -0.36
N 0.9529 4.3629 1.4757 0.07 -0.54 0.35
C 0.9743 5.5844 0.9608 -0.09 0.38 -0.11
C 2.0276 6.0012 0.1958 -0.03 0.05 -0.01
C 3.0606 5.0696 0.0486 0.13 0.06 -0.09
N 3.0478 3.8590 0.5500 -0.23 -0.37 0.36
H 0.0671 4.0362 2.0478 -0.12 -0.06 -0.24
H 0.1175 6.2084 1.1897 0.00 -0.06 -0.02
H 2.0611 6.9813 -0.2544 0.01 -0.02 0.03
H 3.9548 5.3348 -0.5116 -0.05 -0.01 -0.04
```
Positions in Å, forces in eV/Å.

## Properties
E_LUMO (spin up / spin down)   1.915 / 1.931 eV
Energy relative to the best compared isomer or geometry (same formula, charge and spin)   0.0 kJ/mol
Multiplicity   2
Total charge   -1
HOMO energy (spin up / spin down)   -3.685 / -3.804 eV